Entry from OMol25: a 11-piece molecular cluster, C11H44O11 overall at a distorted geometry (the ωB97M-V functional and the def2-TZVPD basis).

As for the charge: 0. Its frontier orbital gap is 9.8 eV. The SMILES is CO.CO.CO.CO.CO.CO.CO.CO.CO.CO.CO. The calculation puts the strongest force on any atom at 3.84 eV/A. The value obtained for the highest occupied orbital energy is -9.285 eV. The calculation puts the energy above the lowest of the compared OMol25 structures with the same formula, charge and spin at 94.92 kcal per mole.

```
66
Properties=species:S:1:pos:R:3:forces:R:3
C -2.98553 -5.55371 -2.16807 0.5 -0.6 -0.3
O -2.52044 -4.71598 -1.10304 -0.5 -0.1 -0.4
H -3.84860 -5.19591 -2.72950 -0.1 0.6 0.4
H -2.17449 -5.66151 -2.88827 0.1 0.0 0.0
H -3.24299 -6.56078 -1.83998 0.1 0.0 0.3
H -2.58590 -5.19877 -0.27585 0.0 0.1 0.0
C 0.05999 0.09761 -0.26628 0.8 -2.0 0.3
O -1.18705 -0.54795 -0.02153 -0.6 1.4 0.6
H 0.42086 0.73453 0.54132 -0.8 0.3 -0.1
H 0.70480 -0.77834 -0.19543 1.1 0.4 -0.4
H 0.16540 0.53968 -1.25703 -0.3 0.2 0.1
H -1.48029 -0.93325 -0.85048 -0.3 -0.4 -0.5
C 2.64360 3.13700 -1.67904 0.7 -0.3 -0.8
O 3.09182 4.39799 -2.12188 0.1 0.6 0.6
H 2.39125 3.07383 -0.62054 -0.4 0.3 0.1
H 1.82370 2.92049 -2.36387 -0.2 -1.0 0.5
H 3.50394 2.47659 -1.78757 -0.3 -0.4 -0.3
H 2.40815 4.97180 -1.76842 0.1 0.7 0.0
C 0.99932 0.65162 3.41620 1.8 0.7 -1.0
O 2.20961 1.06760 4.06849 -0.3 -0.1 1.0
H 1.11661 -0.36450 3.03958 -0.6 -0.4 0.6
H 0.14673 0.88472 4.05406 0.1 -0.3 -0.2
H 1.04188 1.23513 2.49653 -1.1 0.3 -0.1
H 2.93972 1.03235 3.44615 0.0 -0.3 -0.1
C 0.88092 5.44870 0.97348 -1.1 -1.5 3.4
O 1.30943 5.78119 -0.24087 0.6 0.9 -3.5
H -0.18451 5.56875 1.16983 -0.3 1.0 -0.1
H 0.88903 4.36976 1.12823 0.9 -0.2 -0.1
H 1.50118 5.94711 1.71845 -0.3 -0.2 0.6
H 1.02493 6.67862 -0.42869 0.1 0.0 -0.2
C -6.42983 -0.56459 0.23520 0.4 -0.3 -0.4
O -6.69158 0.79240 -0.15034 -0.2 -0.6 0.9
H -7.08470 -1.25108 -0.30144 0.0 0.0 -0.3
H -5.38380 -0.78289 0.02007 -0.2 -0.1 0.0
H -6.58134 -0.77524 1.29387 0.0 0.4 0.1
H -7.18554 1.09789 0.61405 -0.1 0.7 -0.3
C -3.71764 -1.67025 -2.02184 0.0 0.3 -0.3
O -2.35189 -1.92599 -2.05652 1.8 -0.6 0.1
H -3.82754 -0.79903 -1.37608 -0.7 0.0 -0.1
H -3.95651 -1.46272 -3.06490 -0.9 0.2 0.2
H -4.21816 -2.55600 -1.63064 -0.5 0.3 0.0
H -2.23764 -2.83221 -1.76103 0.4 -0.3 0.2
C -3.04778 1.78581 1.58244 0.9 0.2 1.9
O -3.16664 0.36289 1.70095 -1.7 0.8 -0.3
H -2.26780 2.00201 2.31252 0.6 0.6 -0.3
H -2.88375 2.37373 0.67936 0.3 -1.1 -0.8
H -3.86086 2.35804 2.02914 -0.9 -0.9 0.1
H -2.60596 -0.13102 1.09821 0.7 0.4 -0.5
C 5.15548 2.06828 2.49448 -1.6 -1.0 0.2
O 4.82214 0.66361 2.84298 0.8 1.3 -0.3
H 5.82788 2.13421 1.63912 0.3 -0.1 0.4
H 4.19644 2.48750 2.19016 0.0 0.0 -0.3
H 5.39355 2.64436 3.38866 0.7 -0.2 -0.1
H 5.49926 0.34730 3.44552 0.0 0.0 0.1
C 3.71613 -2.20593 0.66843 0.5 -0.5 0.9
O 3.16923 -1.25580 1.57257 -0.5 -0.2 -0.7
H 3.11352 -2.36694 -0.22546 -0.1 0.6 0.0
H 4.75571 -1.97722 0.43377 0.0 0.3 -0.5
H 3.76866 -3.17813 1.15849 -0.1 -0.3 0.1
H 3.86802 -0.88984 2.11971 0.2 0.2 -0.1
C 2.01128 -3.58042 -3.77688 -1.8 -3.2 0.9
O 2.19643 -2.26125 -3.64976 1.5 2.6 -0.4
H 0.94229 -3.75206 -3.65078 -0.1 -0.4 -0.3
H 2.36937 -4.06530 -4.68505 0.0 0.2 -0.4
H 2.47473 -4.09192 -2.93327 0.2 -0.5 0.1
H 3.15580 -2.24658 -3.68171 0.2 1.3 0.1
```
Forces are in eV/Å.